# 1
Below is C2H6N4O2 in the gas phase at a distorted geometry, with properties calculated with ωB97M-V with the def2-TZVPD basis set.

Values from the calculation:
orbital gap (alpha / beta): 7.51 / 7.67 eV
lowest unoccupied orbital energy (alpha / beta): 0.75 / 0.71 eV
DFT total energy: -12218.59905 eV
relative energy (zero: lowest compared OMol25 entry of this formula, charge and spin): 777.0 kJ/mol

```
14
Properties=species:S:1:pos:R:3:forces:R:3
C -0.8248 -1.1760 -0.1704 1.664 0.484 0.654
C 0.5520 -0.8860 -0.3961 -1.655 2.407 1.284
N -1.6588 -0.3178 0.4721 1.579 -1.337 -2.402
N 0.7274 0.7978 1.2021 -3.490 -2.063 -0.714
N 1.1431 0.1356 0.2251 1.925 -1.304 -0.710
N -1.8494 0.9217 0.2564 -0.871 2.786 0.072
O 2.5717 0.2630 -0.1181 -0.858 -1.499 -1.820
O -1.1672 1.3467 -0.8875 0.622 -1.879 -0.091
H -0.9425 -2.2034 0.0553 -0.930 -0.902 -0.057
H 1.1383 -1.3479 -1.0985 0.982 -1.390 -1.469
H -2.4687 -0.7866 0.7559 -1.523 -0.342 1.324
H 1.3661 1.3818 1.5668 3.067 2.504 1.221
H 2.6772 -0.4183 -0.8930 -0.091 1.994 2.086
H -1.2643 2.2893 -0.9703 -0.420 0.540 0.622
```
Forces are in eV/Å.

Here are the natural (NBO) charges for atoms 1 to 8, given in e: number 1, C, carries -0.192; number 2, C, carries -0.148; number 3, N, carries -0.266; number 4, N, carries -0.541; number 5, N, carries 0.212; number 6, N, carries -0.006; number 7, O, carries -0.566; number 8, O, carries -0.579



# 2
Below is 2 unconnected molecules or ions with the total composition C2H6N4O2S at a distorted geometry, with properties calculated with ωB97M-V with the def2-TZVPD basis set.

Values from the calculation:
orbital gap: 10.24 eV
lowest unoccupied orbital energy: 0.58 eV
DFT total energy: -23057.55153 eV
relative energy (zero: lowest compared OMol25 entry of this formula, charge and spin): 168.7 kJ/mol

```
15
Properties=species:S:1:pos:R:3:forces:R:3
C -2.5489 -0.5344 0.8767 1.165 -0.238 0.196
C 0.3643 0.8389 -2.5259 0.496 -0.103 -0.522
N -1.4568 -0.9151 1.0205 -2.697 1.110 0.047
N -0.7733 0.7880 -2.0097 -0.896 0.018 0.592
N -0.4253 -1.4827 1.3328 2.210 -1.507 0.366
N 1.5693 -0.0719 0.5970 -0.205 -0.523 0.555
O 0.1886 0.5803 2.6443 -0.108 -0.076 -0.112
O 1.6679 -1.3932 2.7177 0.028 -0.334 -0.205
S 0.7780 -0.5565 1.9959 0.001 1.056 -0.520
H -3.3058 -0.0652 0.3208 -0.489 0.290 -0.397
H 0.7095 0.2584 -3.3879 -0.123 -0.012 0.059
H 1.0827 1.5307 -2.0996 0.207 0.093 0.029
H -1.4213 0.1340 -2.4524 0.342 -0.017 -0.163
H 1.0613 0.6753 0.1492 -0.182 0.203 -0.044
H 2.5098 0.2134 0.8205 0.251 0.041 0.117
```
Forces are in eV/Å.

Here are the natural (NBO) charges for atoms 1 to 8, given in e: number 1, C, carries 0.082; number 2, C, carries -0.025; number 3, N, carries 0.019; number 4, N, carries -0.618; number 5, N, carries -0.603; number 6, N, carries -1.063; number 7, O, carries -0.943; number 8, O, carries -0.911



# 3
Below is C2H6N4OS in the gas phase at a distorted geometry, with properties calculated with ωB97M-V with the def2-TZVPD basis set.

Values from the calculation:
orbital gap: 10.02 eV
lowest unoccupied orbital energy: 0.54 eV
DFT total energy: -21011.87706 eV
SMILES string: [H]/N=C\NS/C(=N\[H])NO
relative energy (zero: lowest compared OMol25 entry of this formula, charge and spin): 330.8 kJ/mol

```
14
Properties=species:S:1:pos:R:3:forces:R:3
H -1.1923 0.2457 -1.7494 0.190 0.068 0.089
N -1.5975 1.1376 -1.4648 0.864 1.372 0.697
C -0.7828 1.8536 -0.7583 -1.472 -1.500 -1.058
N 0.4802 1.5021 -0.3359 0.258 0.623 0.203
S 1.1837 0.0078 -0.6474 -0.442 -0.029 0.490
C 0.6058 -0.9220 0.7863 2.572 -1.662 1.621
N 1.3989 -1.6506 1.5136 -0.054 0.214 -1.564
H 2.4005 -1.7653 1.2065 -1.450 0.855 0.207
N -0.6883 -0.7937 1.2629 -1.164 -0.891 0.434
O -1.6359 -1.0894 0.2377 0.036 0.091 0.171
H -1.1241 2.8281 -0.4138 0.175 -0.007 0.042
H 0.8982 2.1112 0.3657 -0.002 -0.416 -0.370
H -0.8525 -1.5441 1.9912 0.512 1.313 -1.000
H -2.0734 -0.2436 0.0562 -0.024 -0.032 0.038
```
Forces are in eV/Å.

Here are the natural (NBO) charges for atoms 1 to 8, given in e: number 1, H, carries 0.351; number 2, N, carries -0.723; number 3, C, carries 0.277; number 4, N, carries -0.784; number 5, S, carries 0.436; number 6, C, carries 0.237; number 7, N, carries -0.677; number 8, H, carries 0.361



# 4
Below is C2H6N4OS in the gas phase at a distorted geometry, with properties calculated with ωB97M-V with the def2-TZVPD basis set.

Values from the calculation:
orbital gap: 9.71 eV
lowest unoccupied orbital energy: 0.33 eV
DFT total energy: -21012.33670 eV
SMILES string: [H]/N=C(/NN)SC(N)=O
relative energy (zero: lowest compared OMol25 entry of this formula, charge and spin): 286.5 kJ/mol

```
14
Properties=species:S:1:pos:R:3:forces:R:3
H -0.2655 1.7017 -0.0434 -0.397 0.693 -0.590
N -1.2467 1.4037 -0.1448 2.409 -4.067 -0.238
C -1.0926 0.0656 -0.2683 0.943 4.363 0.733
N -2.1618 -0.7479 -0.1024 -0.354 -0.654 1.707
N -3.2143 0.0373 0.5672 1.747 -0.666 0.556
S 0.4602 -0.9069 -0.3626 0.213 0.346 -0.027
C 1.8706 0.2089 0.0067 0.165 1.090 0.532
N 3.0352 -0.5323 0.4232 0.207 1.871 2.293
O 1.8653 1.4364 -0.1311 0.018 -2.989 0.251
H -1.8404 -1.5745 0.4689 -1.036 0.969 -0.849
H -2.5916 0.8507 1.0521 -2.561 -1.630 -2.018
H -3.8024 0.2754 -0.2382 0.310 0.917 0.891
H 3.6868 0.2910 0.7593 -1.298 -2.410 -0.834
H 2.9718 -1.2978 1.2186 -0.365 2.169 -2.406
```
Forces are in eV/Å.

Here are the natural (NBO) charges for atoms 1 to 8, given in e: number 1, H, carries 0.370; number 2, N, carries -0.732; number 3, C, carries 0.294; number 4, N, carries -0.476; number 5, N, carries -0.671; number 6, S, carries 0.138; number 7, C, carries 0.553; number 8, N, carries -0.865



# 5
Below is 2 unconnected molecules or ions with the total composition C2H6N4S at a distorted geometry, with properties calculated with ωB97M-V with the def2-TZVPD basis set.

Values from the calculation:
orbital gap: 10.71 eV
lowest unoccupied orbital energy: 0.83 eV
DFT total energy: -18965.50016 eV
SMILES string: Cc1nn[nH]n1.S
relative energy (zero: lowest compared OMol25 entry of this formula, charge and spin): 149.1 kJ/mol

```
13
Properties=species:S:1:pos:R:3:forces:R:3
C -0.3030 0.6205 0.3399 -1.105 1.384 0.981
C 0.3782 -0.0428 -0.7340 2.021 -2.279 -1.050
N 0.7263 0.4472 -1.9308 -0.868 1.903 -0.755
N 1.4113 -0.4146 -2.5832 0.634 -0.739 0.106
N 1.5310 -1.4425 -1.7564 -0.659 0.376 0.378
N 0.8969 -1.2624 -0.6204 -0.089 -0.433 0.753
H -1.0700 1.2975 -0.1015 0.384 -0.453 0.679
H 0.3948 1.2083 0.9526 -0.111 0.116 -0.371
H -0.7063 -0.1060 1.0509 -0.160 0.187 -0.429
H 2.0227 -2.3022 -1.9287 0.076 0.060 -0.373
S -1.7842 -1.9146 2.8477 -0.093 -1.097 -0.605
H -2.1311 -1.4428 1.6337 -0.026 -0.138 0.254
H -1.7455 -3.2182 2.3682 -0.002 1.114 0.432
```
Forces are in eV/Å.

Here are the natural (NBO) charges for atoms 1 to 8, given in e: number 1, C, carries -0.661; number 2, C, carries 0.257; number 3, N, carries -0.268; number 4, N, carries -0.033; number 5, N, carries -0.170; number 6, N, carries -0.261; number 7, H, carries 0.239; number 8, H, carries 0.240



# 6
Below is a molecular structure, C2H6N4S at a distorted geometry, with properties calculated with ωB97M-V with the def2-TZVPD basis set.

Values from the calculation:
orbital gap (alpha / beta): 7.71 / 7.71 eV
lowest unoccupied orbital energy (alpha / beta): -0.03 / -0.03 eV
DFT total energy: -18961.83218 eV
relative energy (zero: lowest compared OMol25 entry of this formula, charge and spin): 503.0 kJ/mol

```
13
Properties=species:S:1:pos:R:3:forces:R:3
C -0.4417 -0.2256 0.5609 0.047 1.380 1.300
C -1.4175 0.3983 -0.4453 0.082 1.356 3.657
N 1.4320 -1.2334 -0.2958 0.776 1.136 -0.446
N 0.1438 -1.4224 0.0082 2.000 2.555 4.512
N 0.7740 0.6160 0.7880 -1.575 4.101 -1.874
N 1.7590 -0.0554 0.0983 -0.856 -2.401 -0.661
S 3.1722 0.6666 -0.1136 2.336 0.996 -0.393
H -0.8642 -0.4219 1.6055 0.125 0.277 -1.555
H -2.1148 -0.3713 -0.6116 -1.463 -0.431 -0.727
H -0.9015 0.7492 -1.2768 0.928 0.099 -1.770
H -1.8324 1.3325 0.0449 -0.137 -1.253 -0.554
H -0.4565 -1.8519 -0.5418 -2.346 -3.113 -3.824
H 0.7478 1.8193 0.1791 0.082 -4.703 2.334
```
Forces are in eV/Å.

Here are the natural (NBO) charges for atoms 1 to 8, given in e: number 1, C, carries 0.071; number 2, C, carries -0.628; number 3, N, carries 0.010; number 4, N, carries -0.434; number 5, N, carries -0.416; number 6, N, carries -0.104; number 7, S, carries -0.115; number 8, H, carries 0.200



# 7
Below is a gas-phase ion, C2H6N5 (charge +1) at a distorted geometry, with properties calculated with ωB97M-V with the def2-TZVPD basis set.

Values from the calculation:
orbital gap: 9.76 eV
lowest unoccupied orbital energy: -4.83 eV
DFT total energy: -9610.38244 eV
SMILES string: C/N=[N+](\N)N=C=N
relative energy (zero: lowest compared OMol25 entry of this formula, charge and spin): 447.1 kJ/mol
charge: +1

```
13
Properties=species:S:1:pos:R:3:forces:R:3
C 1.5857 -1.1114 -0.0947 -0.468 2.272 2.308
N 0.2721 -0.4910 -0.1565 -0.752 0.344 0.570
N -0.0356 0.7108 0.0562 -0.408 -3.517 -0.217
N 0.7137 1.8025 0.2575 0.927 0.230 -0.062
N -1.3693 0.9234 0.2148 0.384 3.290 0.234
C -2.2148 0.0315 0.0434 1.736 -0.676 -0.320
N -2.8632 -0.8780 -0.2411 -2.663 -1.674 -0.106
H 1.6227 -1.9195 -0.7489 0.072 -0.992 -1.532
H 2.2884 -0.3097 -0.2524 1.162 -0.458 -0.140
H 1.6860 -1.5846 0.9303 -0.072 0.852 -0.884
H 0.2242 2.6853 0.0479 0.423 -0.750 0.170
H 1.7362 1.6873 0.0911 -1.428 0.229 0.038
H -3.6462 -1.5466 -0.1475 1.087 0.850 -0.059
```
Forces are in eV/Å.

Here are the natural (NBO) charges for atoms 1 to 8, given in e: number 1, C, carries -0.454; number 2, N, carries -0.132; number 3, N, carries 0.331; number 4, N, carries -0.578; number 5, N, carries -0.441; number 6, C, carries 0.735; number 7, N, carries -0.536; number 8, H, carries 0.256



# 8
Below is 2 unconnected molecules or ions with the total composition C2H6N5 at a distorted geometry, with properties calculated with ωB97M-V with the def2-TZVPD basis set.

Values from the calculation:
orbital gap: 11.20 eV
lowest unoccupied orbital energy: -3.48 eV
DFT total energy: -9610.55297 eV
relative energy (zero: lowest compared OMol25 entry of this formula, charge and spin): 430.6 kJ/mol
charge: +1

```
13
Properties=species:S:1:pos:R:3:forces:R:3
C -0.7876 -0.3156 -0.1300 -0.809 3.456 0.537
C -0.7655 1.1624 -0.5785 0.030 -1.124 -0.922
N 2.0804 1.1721 1.1700 0.848 0.368 -0.056
N 2.0236 0.3169 0.4510 0.113 1.936 1.678
N -0.9467 0.6372 0.7166 0.923 0.353 1.236
N 1.5549 -0.6194 -0.1357 -2.758 -0.669 1.614
N -1.0126 -1.5672 -0.1609 0.485 -2.803 -0.312
H 0.1588 1.6192 -0.9073 0.197 -0.130 0.207
H -1.6639 1.6041 -0.9112 -0.762 0.317 -1.130
H -0.9738 1.0637 1.6219 -0.005 -0.514 0.661
H 1.9977 -1.0207 -0.8570 2.621 -1.467 -3.176
H -0.7443 -2.0206 -1.0751 -0.606 0.049 1.863
H -0.9210 -2.0322 0.7961 -0.278 0.227 -2.201
```
Forces are in eV/Å.

Here are the natural (NBO) charges for atoms 1 to 8, given in e: number 1, C, carries 0.570; number 2, C, carries -0.171; number 3, N, carries 0.004; number 4, N, carries 0.256; number 5, N, carries -0.540; number 6, N, carries -0.586; number 7, N, carries -0.720; number 8, H, carries 0.218